1.
Below is a 2-piece molecular cluster, C3H11NOS2 overall at a distorted geometry, with properties calculated with the ωB97M-V functional and the def2-TZVPD basis.

Last column: Löwdin charge in e.
Element x y z (Å)
S  -3.167  2.780  -0.319  0.317
S  -1.092  2.564  -0.251  0.394
C  -0.776  0.917  0.509  -0.579
C  0.652  0.420  0.127  -0.316
C  0.466  0.005  -1.243  -0.390
N  1.455  -1.031  -1.473  -0.043
H  -3.456  3.352  0.828  -0.225
H  -0.781  1.015  1.680  0.099
H  -1.807  0.457  0.168  0.072
H  1.507  1.209  0.458  0.167
H  0.954  -0.469  0.800  0.113
H  -0.528  -0.611  -1.479  0.161
H  0.446  0.839  -1.949  0.092
H  1.312  -1.494  -2.386  0.075
H  2.454  -0.952  -1.286  0.073
H  0.317  -2.603  1.395  0.047
H  1.422  -3.482  2.120  0.054
O  0.625  -2.917  2.299  -0.110

Results
LUMO energy: 0.52 eV
SMILES string: NCCCSS.O
highest occupied orbital energy: -8.8 eV
energy relative to the best compared isomer or geometry (same formula, charge and spin): 41.7 kcal/mol
total charge: 0
F_max: 0.074 hartree/bohr
energy: -1047.200857 Eh



2.
Below is C27H18NO8SSbSc as an isolated structure, with properties calculated with the ωB97M-V functional and the def2-TZVPD basis.

Last column: Löwdin charge in e.
Element x y z (Å)
Sc  0.178  1.401  2.180  0.903
O  3.945  1.198  0.302  0.064
C  2.943  1.493  0.928  -0.557
O  1.788  0.928  0.891  -0.125
C  2.968  2.667  1.902  -0.150
C  4.092  3.334  2.353  0.020
C  3.911  4.330  3.313  -0.034
C  2.635  4.631  3.787  0.017
C  1.576  3.906  3.273  -0.151
N  1.766  2.962  2.362  0.085
C  0.115  4.009  3.704  -0.575
O  -0.253  4.942  4.389  0.064
O  -0.590  3.028  3.248  -0.119
H  5.063  3.056  1.968  0.117
H  4.771  4.861  3.704  0.104
H  2.448  5.384  4.539  0.118
O  1.584  -1.643  4.483  0.082
C  1.040  -0.889  3.712  -0.539
O  1.121  0.410  3.697  -0.100
C  0.114  -1.431  2.558  -0.525
O  0.194  -2.577  2.179  0.068
O  -0.682  -0.502  2.083  -0.205
S  -1.358  1.849  -0.039  0.130
Sb  -1.095  -0.272  -0.880  1.344
C  -1.922  -0.118  -2.835  -0.345
C  -2.424  1.089  -3.306  -0.133
C  -2.961  1.165  -4.585  -0.090
C  -2.997  0.038  -5.393  -0.098
C  -2.496  -1.170  -4.926  -0.092
C  -1.959  -1.246  -3.650  -0.118
C  -2.311  -1.774  -0.076  -0.346
C  -3.465  -1.411  0.604  -0.111
C  -4.306  -2.403  1.083  -0.080
C  -3.988  -3.740  0.887  -0.088
C  -2.829  -4.094  0.214  -0.079
C  -1.982  -3.108  -0.273  -0.116
C  0.833  -0.953  -1.336  -0.342
C  1.488  -0.281  -2.361  -0.120
C  2.797  -0.623  -2.662  -0.082
C  3.431  -1.629  -1.947  -0.081
C  2.766  -2.297  -0.933  -0.061
C  1.458  -1.959  -0.610  -0.098
H  -2.391  1.962  -2.666  0.056
H  -3.351  2.105  -4.953  0.100
H  -3.415  0.099  -6.390  0.097
H  -2.523  -2.050  -5.556  0.099
H  -1.564  -2.190  -3.288  0.099
H  -3.687  -0.364  0.778  0.098
H  -5.206  -2.133  1.623  0.102
H  -4.641  -4.511  1.277  0.098
H  -2.573  -5.138  0.084  0.102
H  -1.067  -3.385  -0.780  0.097
H  0.994  0.513  -2.910  0.103
H  3.330  -0.093  -3.440  0.102
H  4.461  -1.878  -2.170  0.102
H  3.272  -3.065  -0.361  0.109
H  0.958  -2.435  0.223  0.076

Results
LUMO energy: 2.36 eV
highest occupied orbital energy: -6.0 eV
energy relative to the best compared isomer or geometry (same formula, charge and spin): 0.0 kcal/mol
total charge: -1
F_max: 0.013 hartree/bohr
energy: -3095.919519 Eh



3.
Below is an isolated molecule of C12H16FN3S at a distorted geometry, with properties calculated with the ωB97M-V functional and the def2-TZVPD basis.

Last column: Löwdin charge in e.
Element x y z (Å)
C  1.708  -2.040  1.279  -0.115
C  2.451  -2.111  -0.144  -0.258
N  2.769  -0.781  -0.764  -0.055
C  1.770  0.211  -0.314  -0.149
C  0.352  0.215  -0.962  -0.090
C  -0.010  -0.816  -2.133  -0.080
C  -0.674  1.307  -0.385  -0.108
C  -2.148  1.286  -1.031  -0.172
C  -2.872  -0.085  -0.571  -0.162
C  -3.683  0.099  0.829  -0.152
F  -5.108  -0.113  0.644  -0.121
C  -0.232  2.310  0.730  0.027
C  1.194  2.331  1.391  -0.292
N  1.717  3.168  2.446  -0.258
S  3.326  2.546  2.641  0.893
N  3.449  1.287  1.480  -0.263
C  2.166  1.234  0.806  -0.219
H  0.556  -1.960  1.188  0.078
H  2.143  -1.257  2.003  0.077
H  1.890  -3.065  1.793  0.082
H  1.758  -2.705  -0.850  0.104
H  3.415  -2.730  0.008  0.115
H  2.784  -0.865  -1.794  0.099
H  -0.668  -1.699  -1.788  0.084
H  0.925  -1.271  -2.642  0.078
H  -0.574  -0.254  -2.962  0.083
H  -2.765  2.226  -0.771  0.122
H  -1.990  1.290  -2.177  0.108
H  -2.155  -0.976  -0.480  0.091
H  -3.677  -0.346  -1.355  0.123
H  -3.491  1.173  1.185  0.116
H  -3.316  -0.670  1.590  0.119
H  -1.007  3.060  1.108  0.095

Results
LUMO energy: -1.14 eV
SMILES string: CCNc1c(C)c(CCCF)cc2nsnc12
highest occupied orbital energy: -8.4 eV
total charge: 0
F_max: 0.109 hartree/bohr
energy: -1128.944227 Eh



4.
Below is an isolated molecule of C4H8O2, with properties calculated with the ωB97M-V functional and the def2-TZVPD basis.

Last column: Löwdin charge in e.
Element x y z (Å)
C  0.674  -0.651  1.654  -0.011
C  0.640  -0.679  0.135  -0.422
O  -0.616  -1.020  -0.415  -0.069
C  -1.250  0.169  -0.845  -0.164
C  -0.076  1.104  -1.144  -0.161
O  0.969  0.614  -0.328  -0.079
H  1.699  -0.413  1.954  0.085
H  0.383  -1.607  2.106  0.085
H  0.025  0.154  2.015  0.088
H  1.363  -1.404  -0.263  0.153
H  -1.841  -0.051  -1.740  0.125
H  -1.913  0.573  -0.063  0.123
H  -0.298  2.142  -0.872  0.124
H  0.241  1.068  -2.195  0.122

Results
LUMO energy: 1.04 eV
SMILES string: CC1OCCO1
highest occupied orbital energy: -9.7 eV
energy relative to the best compared isomer or geometry (same formula, charge and spin): 29.2 kcal/mol
total charge: 0
F_max: 0.007 hartree/bohr
energy: -307.665895 Eh



5.
Below is a 2-piece molecular cluster, C2H2FIO3 overall at a distorted geometry, with properties calculated with the ωB97M-V functional and the def2-TZVPD basis.

Last column: Löwdin charge in e.
Element x y z (Å)
C  -1.915  0.797  0.034  -0.347
C  -0.790  -0.279  0.123  -0.421
O  -2.850  1.087  0.714  0.201
O  0.331  0.011  -0.259  0.048
O  -1.057  -1.355  0.830  0.144
F  -1.497  1.599  -0.944  0.128
I  3.707  0.126  0.053  0.449
H  4.430  0.077  -1.348  -0.373
H  -0.359  -2.064  0.798  0.170

Results
LUMO energy: -0.43 eV
SMILES string: O=C(O)C(=O)F.I
highest occupied orbital energy: -9.8 eV
energy relative to the best compared isomer or geometry (same formula, charge and spin): 7.8 kcal/mol
total charge: 0
F_max: 0.054 hartree/bohr
energy: -700.683445 Eh



6.
Below is H35O17 as an isolated structure at a distorted geometry, with properties calculated with the ωB97M-V functional and the def2-TZVPD basis.

Last column: Löwdin charge in e.
Element x y z (Å)
O  2.946  1.531  -3.388  -0.071
H  -0.437  1.923  0.474  -0.016
H  3.046  0.604  -3.066  0.033
O  -0.073  2.432  1.244  -0.103
H  0.464  -0.512  3.648  0.086
H  -2.892  3.244  -0.967  0.039
O  -1.036  0.786  -3.868  -0.037
H  -1.590  1.559  -3.912  0.029
H  2.142  -3.174  -0.399  0.009
O  0.836  1.250  4.734  -0.043
H  1.481  0.990  4.067  0.032
H  1.873  -2.264  -3.718  0.005
O  1.342  -3.238  -0.950  -0.069
H  -1.327  -3.709  -1.759  0.056
O  -1.830  -0.553  2.832  -0.036
H  -2.181  0.334  2.680  0.053
H  2.825  0.936  0.018  0.127
O  -0.461  -1.540  0.502  -0.079
H  0.140  -1.794  2.816  0.078
H  3.910  -2.465  0.898  0.048
O  -1.825  -3.367  -1.015  -0.040
H  2.957  1.964  -2.503  0.031
H  -2.701  -3.765  -0.945  0.065
O  0.956  -0.879  2.868  0.044
H  -2.033  3.962  -1.983  0.061
H  0.118  -0.594  2.311  0.110
O  2.022  1.414  -0.417  -0.065
H  -1.179  -2.877  2.069  0.109
H  1.764  0.716  -1.023  0.027
O  -3.317  1.518  1.333  -0.039
H  -2.319  1.148  -0.781  0.088
H  1.520  5.215  -0.571  0.044
O  3.126  -2.643  1.410  -0.033
H  -4.075  2.081  1.579  0.088
H  2.995  -3.430  1.923  0.052
O  -1.434  0.814  -0.428  -0.090
H  -0.988  0.387  -1.170  0.062
H  -0.580  -2.122  -0.266  0.014
O  0.899  4.983  -1.268  -0.048
H  -0.926  -0.774  0.129  0.007
H  -1.965  -1.130  2.077  0.031
O  1.241  -2.369  -4.443  -0.058
H  -0.108  0.916  -3.685  0.016
H  0.840  2.297  0.903  0.003
O  -2.386  3.090  -1.769  -0.042
H  0.439  4.164  -1.122  -0.006
H  0.221  1.928  4.400  0.065
O  -0.605  -2.823  2.859  0.087
H  -1.124  -2.515  3.619  0.121
H  1.694  -2.989  -1.865  0.056
H  -3.512  0.808  0.723  0.039
H  1.107  -1.469  -4.831  0.061

Results
LUMO energy: -3.19 eV
highest occupied orbital energy: -13.5 eV
energy relative to the best compared isomer or geometry (same formula, charge and spin): 109.4 kcal/mol
total charge: +1
F_max: 0.093 hartree/bohr
energy: -1299.734613 Eh